ORCA calculation (ωB97M-V/def2-TZVPD) on C35H42BN7O3RuS2 as an isolated structure at a distorted geometry.

The geometry in XYZ format:
```
91
Properties=species:S:1:pos:R:3:lowdin_charge:R:1
Ru 0.12 0.78 0.11 1.450
C 2.47 0.08 -4.11 -0.065
C 1.90 -0.88 -3.06 -0.218
C 2.90 -1.22 -1.98 -0.219
C 3.74 -2.32 -2.14 -0.028
C 4.70 -2.63 -1.19 -0.050
C 4.82 -1.84 -0.05 -0.036
C 4.00 -0.74 0.15 -0.195
C 4.18 0.12 1.38 -0.207
C 5.29 1.15 1.21 -0.067
C 3.05 -0.44 -0.83 -0.207
N 2.18 0.69 -0.64 -0.028
C 2.59 1.85 -1.05 -0.068
C 1.77 2.97 -0.86 -0.317
C 1.99 4.32 -1.07 0.000
C 0.86 4.99 -0.58 -0.053
C 0.00 4.02 -0.11 -0.149
N 0.52 2.77 -0.27 -0.092
H 1.76 0.23 -4.92 0.081
H 3.39 -0.32 -4.54 0.087
H 2.69 1.06 -3.68 0.063
H 1.60 -1.81 -3.56 0.110
H 0.99 -0.45 -2.63 0.085
H 3.64 -2.93 -3.03 0.124
H 5.35 -3.48 -1.33 0.115
H 5.57 -2.08 0.69 0.125
H 4.42 -0.54 2.22 0.113
H 3.24 0.62 1.62 0.069
H 6.24 0.67 0.99 0.084
H 5.42 1.74 2.12 0.076
H 5.08 1.84 0.39 0.066
H 3.57 1.96 -1.51 0.153
H 2.88 4.75 -1.50 0.121
H 0.69 6.05 -0.55 0.107
H -0.95 4.19 0.37 0.084
C -4.32 4.21 -3.85 -0.075
C -3.33 4.91 -2.91 -0.218
C -3.17 4.16 -1.62 -0.540
N -2.61 3.02 -1.51 0.141
N -2.64 2.57 -0.21 0.017
C -3.24 3.37 0.66 -0.599
N -3.34 3.14 1.97 0.179
S -3.82 4.79 -0.12 1.209
H -4.36 4.74 -4.80 0.085
H -5.32 4.20 -3.42 0.083
H -4.00 3.18 -4.03 0.080
H -3.66 5.93 -2.70 0.110
H -2.34 4.98 -3.37 0.126
H -3.19 2.19 2.29 0.114
H -3.88 3.76 2.54 0.128
C 2.48 0.72 5.19 0.001
N 1.11 0.56 4.69 -0.177
C 0.05 0.22 5.65 -0.006
C 0.86 0.61 3.42 -0.233
N 0.64 0.67 2.28 0.123
H 2.86 -0.22 5.57 0.101
H 2.49 1.46 5.99 0.101
H 3.12 1.07 4.38 0.088
H 0.30 -0.71 6.16 0.100
H -0.89 0.10 5.13 0.092
H -0.04 1.02 6.39 0.100
C 1.35 -3.20 0.81 -0.184
S 0.32 -2.56 -0.49 1.035
O -0.29 -1.29 0.13 -0.620
C -0.95 -3.77 -0.55 -0.401
C -1.25 -4.24 -1.83 -0.077
C -2.18 -5.26 -1.97 -0.048
C -2.81 -5.78 -0.85 -0.050
C -2.51 -5.29 0.42 -0.065
C -1.58 -4.28 0.58 -0.073
H 0.82 -3.08 1.76 0.066
H 2.27 -2.62 0.81 0.040
H 1.56 -4.25 0.60 0.085
H -0.74 -3.84 -2.69 0.113
H -2.42 -5.65 -2.95 0.119
H -3.53 -6.59 -0.96 0.121
H -3.00 -5.71 1.29 0.122
H -1.35 -3.90 1.57 0.119
O -2.49 0.58 1.28 0.100
B -2.12 1.15 0.03 -0.789
O -2.41 0.25 -1.03 0.148
C -3.05 -0.80 -0.42 -0.208
C -3.65 -1.88 -1.03 0.028
C -4.31 -2.78 -0.19 -0.072
C -4.33 -2.60 1.19 -0.070
C -3.71 -1.51 1.79 0.020
C -3.10 -0.62 0.95 -0.197
H -3.62 -2.01 -2.10 0.135
H -4.82 -3.63 -0.62 0.116
H -4.86 -3.32 1.81 0.117
H -3.74 -1.36 2.86 0.125
```

The value obtained for the highest occupied orbital energy (spin up / spin down) is -12.63 / -12.94 eV. As for the spin multiplicity: 5. Its total charge is +2. The strongest force on any atom is 1.1 eV/Å. As for the molar mass: 784.78 Da. Its HOMO-LUMO gap (spin up / spin down) is 7.9 / 6.5 eV. The lowest unoccupied orbital energy (spin up / spin down) comes out at -4.709 / -6.469 eV. As for the expectation value of S²: 6.018. As for the relative energy (zero: lowest compared OMol25 entry of this formula, charge and spin): 0.0 kcal per mole.